Version w
Formula: C6H12O
Source: OMol25
Level of theory: ωB97M-V/def2-TZVPD

Results
Multiplicity   2
E_LUMO (alpha / beta)   -5.16 / -7.65 eV
Expectation value of S²   0.78
Charge   +1

```
19
Properties=species:S:1:pos:R:3:nbo_charge:R:1
C -0.993 -1.155 -0.172 -0.20
C -1.470 -0.318 0.821 -0.14
C 1.179 0.092 -0.260 0.07
C 0.368 -0.955 -0.677 0.10
C 0.780 -2.020 -1.672 -0.67
C 2.561 0.240 -0.775 -0.68
H -1.630 -1.725 -0.844 0.25
H -0.842 0.144 1.571 0.22
H -2.555 -0.173 0.835 0.24
H 0.848 1.034 0.206 0.23
H 1.826 -2.240 -1.874 0.26
H 0.291 -1.568 -2.579 0.27
H 0.172 -2.917 -1.524 0.26
H 3.035 -0.610 -1.279 0.25
H 3.241 0.619 -0.034 0.27
H 2.292 0.976 -1.565 0.28
H -2.466 3.026 3.331 0.45
H -3.350 4.102 2.890 0.47
O -3.287 3.448 3.601 -0.92
```

=====

Version x
Formula: C6H12O
Source: OMol25
Level of theory: ωB97M-V/def2-TZVPD

Results
Multiplicity   2
E_LUMO (alpha / beta)   -5.04 / -8.36 eV
Expectation value of S²   0.75
Charge   +1

```
19
Properties=species:S:1:pos:R:3:nbo_charge:R:1
C -0.751 -1.331 -1.074 -0.07
O -1.418 -2.580 -1.097 -0.69
C -1.327 -0.372 -0.019 -0.41
C -0.404 -0.151 1.239 -0.52
C 0.392 1.050 1.051 0.12
C 1.295 1.254 -0.001 0.12
C 2.285 2.340 0.042 -0.72
H -0.895 -0.934 -2.076 0.20
H 0.308 -1.513 -0.895 0.15
H -1.545 -2.955 -0.223 0.47
H -2.303 -0.748 0.296 0.27
H -1.528 0.598 -0.487 0.22
H 0.224 -1.048 1.374 0.28
H -1.029 -0.098 2.123 0.26
H 0.288 1.818 1.819 0.24
H 1.254 0.586 -0.863 0.23
H 1.774 3.258 0.351 0.28
H 3.123 2.121 0.717 0.30
H 2.707 2.494 -0.953 0.27
```

=====

Version y
Formula: C6H12O
Source: OMol25
Level of theory: ωB97M-V/def2-TZVPD

Results
Multiplicity   2
E_LUMO (alpha / beta)   -4.96 / -8.34 eV
Expectation value of S²   0.75
Charge   +1

```
19
Properties=species:S:1:pos:R:3:nbo_charge:R:1
C -2.716 0.177 1.340 -0.59
C -2.385 -0.275 -0.161 -0.36
C -1.148 0.599 -0.752 -0.50
C 2.585 -0.254 -0.473 -0.17
O 2.508 0.219 0.901 -0.69
C 1.195 -0.399 -1.028 0.03
C 0.134 -0.047 -0.234 0.10
H -1.753 0.552 1.673 0.18
H -3.447 0.882 1.429 0.23
H -2.887 -0.691 2.017 0.23
H -3.229 -0.281 -0.836 0.25
H -1.971 -1.326 0.003 0.21
H -1.232 0.547 -1.893 0.25
H -1.187 1.728 -0.443 0.29
H 3.047 -1.305 -0.431 0.27
H 3.311 0.455 -1.073 0.29
H 2.026 -0.446 1.427 0.47
H 1.148 -0.552 -2.118 0.26
H 0.119 -0.121 0.889 0.25
```

=====

Tell me which of them is the least stable. Sure, it is version y.

=====

Version w
Formula: C3H9N3O
Source: OMol25
Level of theory: ωB97M-V/def2-TZVPD

Results
Multiplicity   2
E_LUMO (alpha / beta)   3.99 / 3.87 eV
Expectation value of S²   0.75
Charge   -1

```
16
Properties=species:S:1:pos:R:3:nbo_charge:R:1
C 1.111 0.474 0.659 -0.34
N 0.001 1.140 -0.007 -0.64
C -0.632 0.603 -1.086 0.77
N -0.667 -0.755 -1.097 -0.89
O -1.178 1.291 -1.945 -0.72
C 0.691 -0.421 1.813 -0.70
N 0.474 -1.809 1.331 -0.99
H 1.630 -0.129 -0.080 0.19
H 1.810 1.253 0.969 0.19
H 0.067 2.147 -0.046 0.39
H -0.397 -1.339 -0.295 0.43
H -1.230 -1.142 -1.837 0.38
H -0.268 -0.070 2.189 0.18
H 1.472 -0.413 2.571 0.13
H 1.404 -2.238 1.265 0.31
H 0.059 -2.305 2.125 0.31
```

=====

Version x
Formula: C3H9N3O
Source: OMol25
Level of theory: ωB97M-V/def2-TZVPD

Results
Multiplicity   2
E_LUMO (alpha / beta)   3.98 / 3.85 eV
Expectation value of S²   0.75
Charge   -1

```
16
Properties=species:S:1:pos:R:3:nbo_charge:R:1
O -1.359 -2.846 0.230 -0.65
C -0.873 -1.754 0.467 0.64
N -1.523 -0.724 1.044 -0.87
C 0.572 -1.333 0.022 -0.32
N 0.489 -0.184 -0.836 -0.66
C 1.057 1.098 -0.482 -0.43
N 0.096 2.104 -0.149 -1.16
H -2.520 -0.724 1.186 0.38
H -1.130 0.198 1.172 0.41
H 0.988 -1.097 0.974 0.20
H 0.973 -2.179 -0.537 0.19
H -0.376 -0.112 -1.345 0.36
H 1.776 0.864 0.296 0.16
H 1.784 1.401 -1.260 0.13
H -0.508 2.323 -0.936 0.31
H 0.554 2.964 0.154 0.31
```

=====

Tell me which of them is the least stable. Sure, it is version x.

=====

Version w
Formula: C5H7NO3
Source: OMol25
Level of theory: ωB97M-V/def2-TZVPD

Results
SMILES string   C=C(CC(N)=O)C(=O)O
E_LUMO   0.61 eV
Charge   0

```
16
Properties=species:S:1:pos:R:3:nbo_charge:R:1
C 0.190 -0.132 0.614 -0.54
C -1.374 -1.539 -0.850 0.77
C 1.375 1.036 0.476 0.70
C -0.665 -0.097 -0.568 -0.11
N 1.938 1.354 1.676 -0.83
C -1.125 0.915 -1.301 -0.30
O -0.622 -2.611 -0.540 -0.69
O -2.456 -1.670 -1.385 -0.60
O 1.751 1.574 -0.553 -0.60
H -1.151 -3.380 -0.841 0.50
H 2.713 2.007 1.679 0.41
H 1.760 0.825 2.517 0.39
H 0.745 -1.063 0.750 0.25
H -0.384 0.089 1.519 0.23
H -0.850 1.944 -1.094 0.21
H -1.843 0.748 -2.100 0.23
```

=====

Version x
Formula: C5H7NO3
Source: OMol25
Level of theory: ωB97M-V/def2-TZVPD

Results
SMILES string   C=C(CC(=O)O)C(N)=O
E_LUMO   0.58 eV
Charge   0

```
16
Properties=species:S:1:pos:R:3:nbo_charge:R:1
C -0.614 -0.571 0.502 -0.56
C -1.888 0.239 0.593 0.81
C 1.538 -0.174 -0.882 0.64
C 0.528 0.339 0.099 -0.12
N 1.705 -1.522 -0.898 -0.82
C 0.682 1.568 0.577 -0.30
O -2.599 0.150 -0.533 -0.68
O -2.233 0.901 1.533 -0.59
O 2.165 0.558 -1.616 -0.60
H -3.391 0.709 -0.488 0.50
H 2.431 -1.890 -1.490 0.41
H 1.338 -2.117 -0.177 0.39
H -0.763 -1.351 -0.243 0.24
H -0.412 -1.010 1.482 0.24
H 1.511 2.172 0.250 0.22
H 0.002 1.997 1.292 0.22
```

=====

Version y
Formula: C5H7NO3
Source: OMol25
Level of theory: ωB97M-V/def2-TZVPD

Results
SMILES string   O=C1CCC(=O)N1CO
E_LUMO   0.58 eV
Charge   0

```
16
Properties=species:S:1:pos:R:3:nbo_charge:R:1
C 0.921 -0.569 -0.652 0.69
C -1.012 0.517 -0.028 0.70
C 0.445 0.102 -1.920 -0.51
C -1.038 0.478 -1.590 -0.50
C 0.417 -0.551 1.867 0.08
N 0.101 -0.161 0.376 -0.50
O 1.925 -1.176 -0.371 -0.57
O -1.823 0.825 0.785 -0.58
O 0.729 0.430 2.855 -0.70
H 0.856 1.164 -1.949 0.25
H 0.688 -0.618 -2.726 0.25
H -1.881 -0.093 -1.819 0.24
H -1.273 1.345 -2.126 0.23
H -0.335 -1.283 2.174 0.18
H -0.105 0.863 3.251 0.49
H 1.386 -1.270 1.873 0.23
```

=====

Tell me which of them is the least stable. Sure, it is version y.

=====

Version w
Formula: C5H7NO3
Source: OMol25
Level of theory: ωB97M-V/def2-TZVPD

Results
SMILES string   NC(=O)[C@@H]1C[C@H]1C(=O)O
E_LUMO   0.53 eV
Charge   0

```
16
Properties=species:S:1:pos:R:3:nbo_charge:R:1
C -0.183 -0.722 0.156 -0.30
C 0.178 0.431 -0.587 -0.29
C 0.494 -0.917 -1.175 -0.41
C -1.332 1.023 -1.382 0.78
C 1.077 -0.889 1.399 0.69
N 1.258 0.171 2.220 -0.84
O -2.405 1.136 -0.563 -0.70
O -1.381 1.378 -2.540 -0.60
O 1.629 -1.957 1.551 -0.60
H -3.119 1.536 -1.103 0.50
H -1.132 -1.083 0.525 0.25
H 0.819 1.280 -0.407 0.24
H 0.807 1.057 2.070 0.40
H 1.869 0.068 3.022 0.41
H 1.524 -1.257 -1.175 0.24
H -0.104 -1.256 -2.013 0.23
```

=====

Version x
Formula: C5H7NO3
Source: OMol25
Level of theory: ωB97M-V/def2-TZVPD

Results
SMILES string   O=C1CN[C@@H]2[C@@H](O)[C@@]12O
E_LUMO   0.59 eV
Charge   0

```
16
Properties=species:S:1:pos:R:3:nbo_charge:R:1
C -1.535 -0.735 0.271 0.12
C -0.537 -0.275 -0.799 -0.09
C 1.361 0.830 -0.734 -0.32
C 1.135 0.020 0.616 0.57
C -0.264 0.017 0.658 0.01
H -1.886 -2.048 1.486 0.46
H -2.630 -0.323 0.344 0.23
H 0.173 -1.125 -0.936 0.18
H 0.352 0.669 -2.339 0.37
H 2.151 0.030 -1.229 0.19
H 1.605 1.821 -0.572 0.23
H -0.111 1.555 1.811 0.49
N 0.126 0.859 -1.420 -0.58
O -1.510 -2.171 0.673 -0.69
O 2.054 -0.433 1.283 -0.52
O -0.484 1.308 0.888 -0.66
```

=====

Tell me which of them is the least stable. Sure, it is version x.